1.
Entry from the OMol25 dataset: a 2-piece molecular cluster, C3H13N4 overall (ωB97M-V/def2-TZVPD).

```
20
Properties=species:S:1:pos:R:3:mulliken_spin:R:1
C -2.425 -0.562 0.259 0.05
C -1.419 0.024 -0.623 -0.05
C -0.054 -0.419 -0.052 0.68
N 0.252 -0.042 1.223 0.67
N 2.062 -1.476 -0.220 0.01
N 0.858 -0.959 -0.875 0.58
N 1.237 2.571 0.191 0.08
H -2.317 -1.577 0.321 -0.01
H -2.721 -0.150 1.158 0.00
H -3.361 -0.392 -0.374 0.00
H -1.602 1.084 -0.830 0.02
H -1.536 -0.603 -1.543 0.00
H 1.124 -0.459 1.568 -0.02
H -0.371 0.139 1.969 -0.02
H 2.821 -1.254 -0.889 0.00
H 2.075 -2.497 -0.122 0.03
H 0.558 -1.309 -1.883 -0.01
H 1.737 1.633 0.139 -0.01
H 1.572 3.261 -0.452 0.00
H 1.512 2.988 1.037 0.00
```

The spin multiplicity is 3. The expectation value of S² is 2.008. The calculated total energy is -9269.721 eV. The gap between HOMO and LUMO (spin up / spin down) is 7.10 / 5.28 eV. As for the total charge: +1. For the energy above the lowest of the compared OMol25 structures with the same formula, charge and spin, the calculation gives 42.7 kcal/mol.

2.
Entry from the OMol25 dataset: one molecule with the formula C4H6N2 (ωB97M-V/def2-TZVPD).

```
12
Properties=species:S:1:pos:R:3:lowdin_charge:R:1
N -2.327 1.550 1.147 0.14
C -1.400 0.873 1.001 -0.18
C -0.225 0.007 0.830 -0.33
C -0.266 -0.916 -0.415 -0.10
C 0.985 -0.160 -0.908 -0.19
N 1.006 0.648 0.330 -0.01
H -0.058 -0.511 1.781 0.14
H -0.130 -1.976 -0.194 0.10
H -1.154 -0.787 -1.037 0.11
H 0.836 0.404 -1.836 0.11
H 1.887 -0.772 -1.013 0.10
H 0.941 1.651 0.196 0.11
```

The calculated total energy is -7224.015 eV. The gap between HOMO and LUMO is 10.55 eV. As for the total charge: 0. For the energy above the lowest of the compared OMol25 structures with the same formula, charge and spin, the calculation gives 36.3 kcal/mol.

3.
Entry from the OMol25 dataset: one molecule with the formula C7H6O2 (ωB97M-V/def2-TZVPD).

```
15
Properties=species:S:1:pos:R:3:lowdin_charge:R:1
C 0.288 1.996 0.018 -0.05
C 1.293 1.283 -0.231 0.03
C 2.343 0.206 -0.272 -0.12
O 1.485 -1.063 -0.127 -0.13
C 0.021 -0.929 0.338 -0.15
O -0.942 -0.735 -0.656 -0.13
C -2.142 -0.451 -0.195 -0.27
C -1.851 0.924 -0.128 -0.01
C -1.024 1.860 -0.060 -0.05
H 2.912 0.349 -1.310 0.15
H 3.058 0.146 0.580 0.12
H -0.350 0.060 0.873 0.13
H 0.000 -1.742 0.922 0.09
H -3.102 -1.150 -0.763 0.22
H -1.988 -0.754 1.009 0.18
```

The calculated total energy is -11440.438 eV. The gap between HOMO and LUMO is 9.17 eV. As for the total charge: 0. For the energy above the lowest of the compared OMol25 structures with the same formula, charge and spin, the calculation gives 226.1 kcal/mol.

4.
Entry from the OMol25 dataset: C10H7CoN2O5 as an isolated structure (ωB97M-V/def2-TZVPD).

```
25
Properties=species:S:1:pos:R:3:mulliken_spin:R:1
O 5.431 1.654 -0.094 0.00
C 4.310 1.515 -0.295 0.00
Co 0.470 -0.030 0.245 0.50
O 1.314 1.980 -1.620 0.05
C 0.923 1.176 -0.895 0.02
C -0.240 -1.227 1.192 0.04
O -0.709 -2.058 1.863 0.05
C -0.053 1.193 1.291 0.04
O -0.293 2.034 2.064 0.06
C 0.670 -1.225 -0.971 0.03
O 0.886 -2.035 -1.757 0.05
H 1.825 -0.289 0.876 0.09
N -3.093 0.324 1.098 0.35
C -3.103 0.341 -0.251 0.18
C -4.323 0.488 -0.932 0.50
C -4.300 0.506 -2.322 0.79
C -3.045 0.379 -2.959 0.36
C -1.879 0.242 -2.180 0.32
N -1.929 0.218 -0.861 0.51
H -2.219 0.192 1.590 -0.03
H -3.969 0.408 1.597 -0.02
H -5.203 0.578 -0.305 0.02
H -5.220 0.614 -2.904 0.00
H -2.907 0.378 -4.045 0.02
H -0.884 0.148 -2.637 0.05
```

The spin multiplicity is 5. The expectation value of S² is 6.027. The calculated total energy is -61302.252 eV. The gap between HOMO and LUMO (spin up / spin down) is 6.92 / 5.95 eV. As for the total charge: +2. For the energy above the lowest of the compared OMol25 structures with the same formula, charge and spin, the calculation gives 91.5 kcal/mol.

5.
Entry from the OMol25 dataset: one molecule with the formula C7H10O (ωB97M-V/def2-TZVPD).

```
18
Properties=species:S:1:pos:R:3:lowdin_charge:R:1
C -2.350 -0.918 -0.415 0.04
C -1.203 -0.499 0.093 -0.23
C 0.100 -1.405 0.287 -0.05
C 1.354 -0.412 0.164 -0.39
O 2.520 -0.739 -0.384 -0.01
C 0.612 0.823 -0.576 -0.11
C -0.196 1.982 -0.049 -0.16
C -0.546 0.848 0.488 -0.27
H -2.558 -1.973 -0.577 0.07
H -3.021 -0.151 -0.401 0.03
H -0.051 -2.003 1.100 0.07
H 0.259 -1.989 -0.654 0.13
H 1.706 -0.008 1.210 0.16
H 3.255 -0.206 -0.017 0.13
H 0.342 0.643 -1.610 0.13
H -0.471 2.675 -0.896 0.14
H 0.360 2.735 0.672 0.15
H -0.113 0.598 1.563 0.18
```

The calculated total energy is -9462.274 eV. The gap between HOMO and LUMO is 8.71 eV. As for the total charge: 0. For the energy above the lowest of the compared OMol25 structures with the same formula, charge and spin, the calculation gives 145.0 kcal/mol.

6.
Entry from the OMol25 dataset: one molecule with the formula C2H2N4O2 (ωB97M-V/def2-TZVPD).

```
10
Properties=species:S:1:pos:R:3:lowdin_charge:R:1
O -2.256 -0.723 0.638 -0.01
C -2.225 0.190 -0.223 -0.35
N -1.109 0.916 -0.338 0.10
C 0.031 0.363 -0.100 -0.31
N 0.440 -1.040 -0.366 0.14
N 1.637 -1.104 -0.159 0.06
O 2.240 0.139 0.169 -0.07
N 1.151 1.063 0.338 0.14
H -3.037 0.536 -0.972 0.14
H 1.501 1.970 0.128 0.15
```

The calculated total energy is -12157.234 eV. The gap between HOMO and LUMO is 9.28 eV. As for the total charge: 0. For the energy above the lowest of the compared OMol25 structures with the same formula, charge and spin, the calculation gives 127.1 kcal/mol.